# 1
{"formula": "C31H50Cl3N2PSTl", "method": "wB97M-V/def2-TZVPD", "e_tot_ha": -3613.1317, "homo_lumo_gap_ev": 7.8, "charge": 1, "elements": ["Tl", "Cl", "C", "C", "C", "C", "C", "Cl", "C", "S", "H", "H", "H", "Cl", "C", "H", "H", "C", "C", "C", "C", "C", "C", "P", "C", "C", "C", "C", "C", "C", "C", "C", "C", "C", "C", "C", "H", "H", "H", "H", "H", "H", "H", "H", "H", "H", "H", "H", "H", "H", "H", "H", "H", "H", "H", "H", "H", "H", "H", "H", "H", "H", "H", "H", "H", "H", "H", "H", "H", "C", "C", "N", "C", "C", "N", "C", "C", "H", "H", "H", "H", "H", "H", "H", "H", "H", "H", "H", "H"], "positions_angstrom": [[0.33860, 0.10258, 1.53858], [-1.71859, 1.77922, 0.11197], [-3.19702, 1.07285, 0.74184], [-4.36515, 1.62469, 0.24138], [-5.58409, 1.12056, 0.65373], [-5.61577, 0.07415, 1.55803], [-4.43629, -0.45750, 2.04774], [-4.56244, -1.76941, 3.16983], [-3.16983, 0.01923, 1.66379], [-1.77897, -0.78611, 2.39590], [-4.30781, 2.43842, -0.46807], [-6.50441, 1.53897, 0.27058], [-6.55433, -0.34306, 1.89530], [3.66092, 0.35880, 1.46848], [2.32685, -0.44002, 2.31861], [2.37295, -0.23472, 3.38336], [2.43020, -1.51065, 2.16225], [-2.97200, -1.38112, -3.73599], [-2.50938, 0.05415, -3.51365], [-1.07736, 0.08932, -2.95147], [-0.77890, -1.14854, -2.07100], [-2.06858, -1.58615, -1.36070], [-3.06742, -2.12709, -2.39477], [0.60449, -0.86337, -0.90854], [1.37736, -2.49671, -0.53430], [1.62267, -3.39672, -1.78242], [0.76677, -4.66004, -1.75414], [1.09323, -5.52063, -0.52973], [1.33572, -4.65643, 0.72511], [0.66193, -3.29493, 0.57130], [1.96134, 0.10034, -1.68884], [2.38436, -0.33884, -3.11008], [3.14353, 0.77876, -3.84310], [3.99743, 1.57283, -2.86155], [3.10838, 2.32707, -1.85607], [1.75965, 1.62210, -1.64248], [-2.26509, -1.88488, -4.40209], [-3.93514, -1.40151, -4.24555], [-3.19490, 0.55125, -2.81982], [-2.54482, 0.62411, -4.44239], [-0.94456, 0.99759, -2.37143], [-0.35814, 0.13301, -3.77238], [-0.44156, -1.96587, -2.71744], [-2.48286, -0.71781, -0.84224], [-1.88979, -2.33596, -0.59169], [-4.07655, -2.03739, -1.98834], [-2.88816, -3.19341, -2.54850], [2.35298, -2.20172, -0.12866], [2.67789, -3.68146, -1.80556], [1.44321, -2.85258, -2.70777], [0.93027, -5.23231, -2.66793], [-0.29255, -4.38364, -1.75736], [1.97910, -6.12293, -0.73812], [0.27812, -6.22265, -0.34903], [2.40848, -4.50422, 0.88077], [0.96376, -5.16421, 1.61449], [0.66338, -2.75275, 1.52086], [-0.39046, -3.44665, 0.32949], [2.78580, -0.10914, -0.99563], [1.51073, -0.63320, -3.69745], [3.02421, -1.21890, -3.03658], [2.43941, 1.44997, -4.34316], [3.75922, 0.34031, -4.62892], [4.64331, 2.27348, -3.39001], [4.66307, 0.88267, -2.33408], [2.92393, 3.34336, -2.20806], [3.62841, 2.41626, -0.89934], [1.04670, 1.92287, -2.41176], [1.32969, 1.93707, -0.68433], [-0.13225, 1.87279, 4.19427], [-0.08075, 3.03798, 5.21854], [0.53710, 4.22059, 4.62314], [1.88053, 3.87312, 4.17389], [1.82327, 2.75899, 3.09578], [0.42202, 2.31502, 2.88977], [-0.36341, 3.48840, 2.43471], [-0.25505, 4.63834, 3.47121], [-1.14992, 1.52308, 4.02503], [0.45356, 1.01431, 4.53313], [0.49212, 2.75493, 6.10182], [-1.08559, 3.30258, 5.54837], [2.45549, 3.54380, 5.03987], [2.36278, 4.76743, 3.77907], [2.42086, 1.89948, 3.39006], [2.20099, 3.10862, 2.13411], [-1.39522, 3.17052, 2.30714], [0.01982, 3.78875, 1.45796], [-1.24461, 4.93213, 3.82207], [0.21309, 5.51841, 3.02919]], "atomic_forces_ev_per_a": [[-0.1, 0.0, 0.1], [-0.2, 0.0, -0.1], [0.1, 0.0, 0.1], [0.0, 0.0, 0.0], [0.0, 0.0, 0.0], [0.0, 0.0, 0.0], [0.0, 0.0, 0.0], [0.0, 0.0, 0.0], [0.0, 0.1, -0.1], [-0.2, 0.0, 0.1], [0.0, 0.0, 0.0], [0.0, 0.0, 0.0], [0.0, 0.0, 0.0], [0.1, 0.1, 0.0], [-0.2, -0.3, 0.1], [0.2, 0.0, 0.0], [0.1, 0.0, 0.1], [0.0, 0.0, 0.0], [0.0, 0.0, 0.0], [0.0, -0.1, -0.1], [-0.1, 0.2, -0.1], [0.0, 0.0, 0.0], [0.0, 0.0, 0.0], [0.3, 0.0, -0.1], [0.0, -0.1, 0.0], [0.0, 0.0, 0.0], [0.0, 0.0, 0.0], [0.0, 0.0, 0.0], [0.0, 0.0, -0.1], [-0.1, 0.0, 0.0], [0.1, 0.1, -0.1], [-0.1, 0.0, 0.0], [0.0, 0.0, 0.0], [0.0, 0.0, 0.0], [0.0, 0.0, 0.0], [0.0, 0.0, 0.0], [0.0, 0.0, 0.0], [0.0, 0.0, 0.0], [0.0, 0.0, 0.0], [0.0, 0.0, 0.0], [0.0, 0.1, 0.0], [-0.1, 0.0, 0.0], [0.0, 0.0, 0.0], [0.0, -0.1, -0.1], [0.0, 0.0, 0.0], [0.0, 0.0, 0.0], [0.0, 0.0, 0.0], [0.0, 0.0, 0.0], [0.0, 0.0, 0.0], [0.0, 0.0, 0.0], [0.0, 0.0, 0.0], [0.0, 0.0, 0.0], [0.0, 0.0, 0.0], [0.0, 0.0, 0.0], [0.0, 0.0, 0.0], [0.0, 0.0, 0.0], [0.1, 0.0, 0.0], [-0.1, 0.0, 0.0], [0.0, 0.0, -0.1], [0.1, 0.0, 0.0], [0.0, 0.0, 0.0], [0.0, 0.0, 0.0], [0.0, 0.0, 0.0], [0.0, 0.0, 0.0], [0.0, 0.0, 0.0], [0.0, 0.0, 0.0], [0.0, 0.0, 0.0], [0.0, 0.0, 0.0], [0.0, 0.0, 0.0], [0.1, 0.0, 0.0], [0.0, 0.0, 0.0], [0.0, -0.1, 0.0], [0.0, 0.0, 0.0], [0.0, 0.0, 0.0], [-0.1, 0.1, 0.0], [0.0, 0.0, 0.0], [0.0, 0.0, 0.0], [0.0, 0.0, 0.0], [0.0, 0.0, 0.0], [0.0, 0.0, 0.0], [0.0, 0.0, 0.0], [0.0, 0.0, 0.0], [0.0, 0.0, 0.0], [0.0, 0.0, 0.0], [0.0, 0.0, 0.0], [0.0, 0.0, 0.0], [0.0, 0.0, 0.0], [0.0, 0.0, 0.0], [0.0, 0.0, 0.0]], "lowdin_charge": [0.602, 0.755, -0.614, -0.109, -0.063, -0.098, -0.679, 0.699, -0.661, 0.599, 0.110, 0.116, 0.112, 0.569, -0.710, 0.000, -0.011, -0.187, -0.178, -0.197, -0.403, -0.197, -0.167, 1.038, -0.405, -0.181, -0.193, -0.177, -0.173, -0.228, -0.435, -0.182, -0.184, -0.186, -0.180, -0.218, 0.115, 0.113, 0.109, 0.116, 0.055, 0.106, 0.112, 0.074, 0.094, 0.115, 0.110, 0.103, 0.127, 0.082, 0.118, 0.105, 0.112, 0.113, 0.118, 0.115, 0.069, 0.101, 0.062, 0.093, 0.111, 0.117, 0.116, 0.113, 0.116, 0.115, 0.094, 0.106, 0.073, -0.169, -0.135, -0.155, -0.137, -0.161, -0.225, -0.178, -0.138, 0.087, 0.113, 0.123, 0.124, 0.124, 0.123, 0.072, 0.116, 0.082, 0.108, 0.123, 0.123]}

***

# 2
{"formula": "CH5NOS", "method": "wB97M-V/def2-TZVPD", "e_tot_ha": -569.1891, "smiles": "[NH3+][S-].C=O", "homo_lumo_gap_ev": 8.1, "charge": 0, "elements": ["C", "N", "O", "S", "H", "H", "H", "H", "H"], "positions_angstrom": [[-0.69676, 0.58812, -1.23056], [0.72960, -0.51565, 0.99821], [-0.17195, -0.50838, -1.35641], [-0.97861, -0.20796, 1.66796], [-0.09258, 1.45033, -1.01931], [-1.63636, 0.77664, -1.70844], [1.15999, 0.31014, 1.15732], [1.16890, -1.18695, 1.61212], [0.51777, -0.70628, -0.12089]], "atomic_forces_ev_per_a": [[0.6, -0.7, -1.3], [-3.0, -2.8, -1.0], [-0.2, -0.2, -0.2], [0.5, 0.2, -0.4], [0.3, 0.7, 1.0], [-1.1, 0.1, 0.2], [1.9, 3.3, 0.3], [0.0, -0.6, -0.5], [1.1, 0.0, 2.0]], "nbo_charge": [0.311, -0.858, -0.573, -0.402, 0.126, 0.146, 0.387, 0.412, 0.451]}